# 1
Here is a molecular structure, C38H53BaN4OP2 in a non-equilibrium geometry from OMol25. Energies are from wB97M-V/def2-TZVPD.

Positions of all 99 atoms, in Å:
C (-1.90385, -1.56347, -1.12556)
C (0.29069, -1.72592, -1.88430)
C (-2.27848, -2.60910, -1.96959)
C (-0.13026, -2.55455, -2.96930)
C (-1.40897, -3.09394, -2.94289)
H (-3.31723, -2.92998, -1.87966)
H (0.62890, -2.85060, -3.69242)
H (-1.72890, -3.89410, -3.60303)
N (-0.62809, -1.14629, -1.01383)
P (-2.90429, 0.76807, 0.38885)
P (2.53541, -0.81699, -0.34203)
C (-3.06709, -0.95392, -0.27769)
H (-3.96706, -0.99125, -0.92314)
H (-3.26689, -1.64644, 0.56453)
C (0.66693, 3.75000, 2.80767)
O (1.13652, 4.74228, 3.13759)
C (1.70046, -1.42115, -1.81538)
H (2.15565, -1.26502, -2.82079)
C (3.99826, 0.56576, -0.69276)
C (3.17852, -2.59972, -0.02404)
C (-3.69364, 1.79461, -0.99254)
C (-3.83621, 0.72259, 2.05172)
C (3.68081, 1.96153, -0.13166)
H (3.57503, 1.98469, 0.96409)
H (4.52794, 2.63456, -0.36365)
H (2.78732, 2.40528, -0.58699)
C (5.30358, 0.11845, -0.02435)
H (5.21019, 0.10005, 1.06954)
H (5.65768, -0.85788, -0.36724)
H (6.10634, 0.83914, -0.24886)
C (4.13119, 0.69005, -2.22038)
H (4.94111, 1.39649, -2.47974)
H (4.36941, -0.27209, -2.69346)
H (3.20134, 1.08286, -2.66183)
C (3.87662, -2.66644, 1.33655)
H (3.17206, -2.39262, 2.14006)
H (4.21293, -3.70099, 1.52334)
H (4.75698, -2.01414, 1.41056)
C (1.97683, -3.58728, 0.00808)
H (1.16941, -3.18089, 0.63993)
H (1.58070, -3.76961, -1.00542)
H (2.26873, -4.56125, 0.45209)
C (4.07797, -2.92658, -1.23793)
H (3.68660, -2.44613, -2.15138)
H (5.12336, -2.61344, -1.10993)
H (4.05986, -4.01214, -1.43710)
C (-3.76339, 2.12436, 2.68640)
H (-4.18404, 2.06566, 3.70179)
H (-2.72993, 2.50345, 2.77995)
H (-4.34905, 2.87062, 2.13021)
C (-3.11987, -0.29811, 2.95842)
H (-3.19969, -1.32489, 2.57448)
H (-2.05307, -0.07752, 3.13063)
H (-3.61274, -0.27193, 3.94181)
C (-5.29539, 0.29001, 1.86506)
H (-5.72616, 0.12263, 2.86352)
H (-5.90301, 1.05972, 1.37868)
H (-5.39602, -0.65133, 1.30666)
C (-2.96906, 1.42918, -2.29752)
H (-3.02191, 2.29743, -2.97954)
H (-1.90929, 1.21369, -2.11630)
H (-3.44920, 0.56349, -2.78382)
C (-3.45691, 3.28466, -0.64499)
H (-2.38460, 3.49687, -0.50617)
H (-3.81290, 3.89465, -1.49094)
H (-3.99600, 3.62793, 0.25668)
C (-5.20034, 1.53556, -1.15563)
H (-5.42658, 0.46754, -1.28370)
H (-5.82159, 1.93725, -0.33801)
H (-5.52161, 2.04493, -2.08077)
Ba (0.12436, 0.82551, 1.21637)
N (0.26466, 2.14498, -1.09822)
C (0.31091, 2.49712, -2.22666)
C (0.61262, 2.58507, -3.62461)
C (0.67517, 3.86169, -4.21585)
C (0.93483, 1.42886, -4.39574)
C (0.82898, 3.94668, -5.60585)
H (0.61069, 4.74238, -3.57245)
C (1.07348, 1.53030, -5.78419)
H (1.07802, 0.44503, -3.92517)
C (1.00165, 2.79062, -6.38911)
H (0.76797, 4.91133, -6.10242)
H (1.24528, 0.61863, -6.37129)
H (1.09027, 2.86602, -7.47258)
N (-0.01062, -3.24956, 4.00841)
C (-0.06397, -2.68928, 2.78849)
N (0.38664, -1.42677, 2.84013)
C (0.72703, -1.15554, 4.16690)
C (1.01806, 0.06365, 4.79070)
C (1.07600, 0.07283, 6.18990)
C (0.85687, -1.10779, 6.93878)
C (0.54620, -2.32446, 6.30130)
C (0.49435, -2.31061, 4.91425)
H (-0.27113, -4.20441, 4.23945)
H (-0.49019, -3.18944, 1.92350)
H (1.18321, 0.94882, 4.17438)
H (1.30965, 0.99814, 6.71881)
H (0.94300, -1.05989, 8.03060)
H (0.36403, -3.25834, 6.83954)

Atomic forces in eV per Å
C -0.10 -0.51 0.12
C 1.58 1.90 -0.21
C -1.21 0.74 0.68
C -0.87 -0.71 0.22
C 1.22 0.41 0.14
H 0.28 -0.13 -0.33
H -0.26 -0.08 0.19
H 0.10 0.25 -0.15
N -0.48 -0.28 0.25
P 0.44 -0.27 -0.19
P -0.77 -0.02 0.02
C 0.14 -0.59 -0.24
H 0.39 -0.06 0.40
H 0.09 0.37 -0.37
C 1.41 2.76 0.87
O -1.38 -2.78 -0.90
C -1.43 2.07 -1.21
H -0.08 -0.70 0.86
C -0.37 -1.19 -0.40
C 0.87 0.51 0.19
C -0.54 0.21 1.10
C -0.14 0.09 -1.04
C -0.28 -0.01 0.04
H -0.02 -0.19 -0.16
H -0.30 -0.28 0.02
H 0.08 -0.10 0.07
C 0.27 0.02 -0.12
H -0.06 -0.07 -0.22
H -0.15 0.21 0.10
H -0.22 -0.06 -0.03
C 0.28 0.11 0.03
H -0.21 -0.19 0.12
H -0.09 0.23 0.12
H 0.25 -0.21 0.13
C 0.32 -0.47 0.08
H 0.18 -0.05 -0.22
H -0.03 0.30 0.07
H -0.29 -0.20 -0.04
C -0.06 0.27 -0.09
H 0.24 -0.10 -0.37
H 0.16 0.08 0.58
H 0.17 0.51 -0.20
C 0.20 -0.53 0.00
H 0.19 -0.37 0.48
H -0.28 -0.19 0.11
H 0.20 0.28 0.11
C -0.11 -0.07 0.18
H 0.10 0.09 -0.20
H -0.28 -0.18 -0.08
H 0.19 -0.31 0.17
C -0.11 0.08 0.01
H 0.05 0.30 0.13
H -0.26 0.00 -0.06
H 0.16 -0.05 -0.19
C -0.22 -0.04 0.59
H -0.06 -0.01 -0.19
H 0.22 -0.24 0.15
H 0.10 0.26 0.10
C 0.03 0.07 -0.02
H -0.07 -0.39 0.15
H -0.25 -0.11 -0.16
H 0.33 0.28 0.16
C -0.01 0.07 -0.18
H -0.28 -0.07 -0.06
H 0.10 -0.09 0.25
H 0.22 -0.29 -0.44
C -0.19 0.30 -0.38
H 0.03 0.28 0.08
H 0.41 -0.13 -0.36
H 0.00 -0.18 0.25
Ba 0.61 -0.93 -0.36
N -0.24 1.91 -3.65
C 1.02 -2.28 3.18
C 0.57 0.32 -0.95
C -0.25 -0.51 -0.49
C -0.48 -0.05 0.20
C 0.00 -0.30 0.04
H -0.24 -0.20 -0.41
C 0.15 0.31 0.52
H -0.42 0.53 0.04
C -0.18 0.06 0.46
H 0.20 -0.11 0.17
H -0.01 0.53 0.28
H -0.04 0.10 0.29
N 0.20 -0.61 0.73
C 0.66 1.95 0.70
N -0.58 -0.66 -0.71
C -0.69 -0.61 -0.42
C 0.10 -0.34 0.42
C 0.10 -0.15 -0.50
C -0.03 -0.52 -0.39
C 0.41 0.43 0.60
C -0.60 -0.10 0.04
H 0.10 0.41 -0.14
H 0.28 0.18 0.15
H 0.04 -0.01 0.40
H -0.09 -0.28 -0.18
H -0.12 -0.10 -0.53
H 0.03 0.47 0.05

Summary:
- molecular weight (g/mol) = 781.1
- F_max (hartree/bohr) = 0.0803
- frontier orbital gap (hartree) = 0.18820
- charge = +1
- energy above the lowest of the compared OMol25 structures with the same formula, charge and spin (eV) = 1.461
- E_LUMO (eV) = -2.5224


# 2
Here is a molecular structure, C38H53BrCuN9O2SSi from OMol25. Energies are from wB97M-V/def2-TZVPD.

Positions of all 106 atoms, in Å:
Cu (0.03351, 0.11633, 2.37931)
C (-0.02453, -0.30879, 6.89270)
C (-0.44385, -0.13761, 5.56599)
N (0.40435, -0.03207, 4.56514)
C (1.72736, -0.09309, 4.82617)
C (2.24351, -0.22355, 6.11753)
C (1.31552, -0.34280, 7.16811)
C (3.66615, -0.22453, 6.32155)
C (4.51464, -0.09759, 5.28259)
C (4.01688, 0.02162, 3.94008)
C (4.85802, 0.16858, 2.82427)
C (4.31632, 0.28958, 1.57217)
C (2.92766, 0.24487, 1.43219)
N (2.11303, 0.08772, 2.46211)
C (2.63655, -0.00128, 3.70929)
H (-0.76018, -0.40318, 7.68025)
H (-1.49364, -0.06456, 5.31438)
H (1.67570, -0.45575, 8.18529)
H (4.04342, -0.31757, 7.33414)
H (5.58726, -0.08362, 5.43950)
H (5.93335, 0.19315, 2.96859)
H (4.94077, 0.41527, 0.69779)
H (2.46682, 0.34367, 0.45421)
N (-0.25401, 6.20874, 1.37982)
C (-0.11550, 4.86576, 1.52525)
C (0.74590, 4.31836, 2.48765)
C (0.84900, 2.95499, 2.59795)
N (0.17454, 2.09351, 1.82280)
C (-0.64417, 2.61794, 0.89543)
C (-0.80953, 3.96565, 0.70624)
H (0.16700, 6.83141, 2.04262)
H (-0.97467, 6.58032, 0.78971)
H (1.31794, 4.96142, 3.14732)
H (1.49774, 2.52789, 3.35411)
H (-1.18249, 1.90652, 0.28076)
H (-1.48135, 4.32658, -0.06516)
C (-2.92170, -5.09449, 3.72203)
C (-1.50666, -4.78195, 4.23501)
C (-0.76100, -3.88392, 3.29716)
N (-0.55514, -2.63151, 3.48309)
N (0.10076, -2.01438, 2.43619)
C (0.34573, -2.82401, 1.43697)
N (0.96768, -2.46631, 0.27851)
S (-0.15073, -4.44644, 1.75620)
H (-3.46774, -5.70476, 4.44321)
H (-2.88266, -5.64003, 2.77681)
H (-3.47848, -4.16912, 3.55953)
H (-0.94900, -5.70973, 4.37303)
H (-1.55422, -4.27291, 5.19585)
H (0.78085, -1.51598, -0.00964)
H (0.85387, -3.10691, -0.48883)
C (-0.29803, 2.18498, -5.99880)
C (-0.48994, 1.98773, -4.48134)
C (0.11844, 3.19938, -3.75310)
C (-1.99323, 1.99763, -4.16685)
Si (0.30531, 0.33146, -3.94103)
Br (0.46920, 0.52095, -1.66071)
C (-0.80484, -1.19362, -4.22680)
C (-2.01503, -1.20872, -3.27707)
C (-1.30171, -1.20657, -5.68690)
C (-0.02863, -2.49533, -3.97317)
C (2.11899, 0.10249, -4.52225)
C (2.87897, 1.43422, -4.42401)
C (2.89447, -0.91931, -3.67537)
C (2.14185, -0.36713, -5.99142)
H (-0.81579, 3.09915, -6.31359)
H (-0.70696, 1.35640, -6.58542)
H (0.75595, 2.30078, -6.26613)
H (-0.38729, 4.10621, -4.11062)
H (1.18449, 3.32287, -3.94156)
H (-0.02907, 3.14091, -2.67279)
H (-2.40330, 2.97610, -4.44619)
H (-2.18334, 1.85191, -3.09854)
H (-2.54909, 1.24281, -4.72392)
H (-2.65964, -0.33710, -3.39457)
H (-1.71333, -1.27115, -2.23018)
H (-2.61968, -2.09772, -3.50509)
H (-1.96128, -0.36487, -5.90746)
H (-1.87469, -2.12472, -5.86350)
H (-0.47923, -1.18924, -6.40936)
H (0.36292, -2.53486, -2.95062)
H (0.79841, -2.63781, -4.67048)
H (-0.71311, -3.34296, -4.10045)
H (2.87268, 1.83267, -3.40487)
H (2.47549, 2.19436, -5.09604)
H (3.92396, 1.26855, -4.71275)
H (2.91123, -0.64574, -2.61781)
H (3.93368, -0.94250, -4.02757)
H (2.50051, -1.93182, -3.76054)
H (1.61058, 0.31849, -6.65832)
H (1.70282, -1.36117, -6.11162)
H (3.17985, -0.42564, -6.33997)
C (-4.40570, -1.87297, 0.02642)
N (-3.83137, -0.92082, 0.97492)
C (-4.61967, -0.09216, 1.72754)
C (-4.10603, 0.78695, 2.59773)
C (-2.66466, 0.84415, 2.76930)
O (-2.11865, 1.57927, 3.59280)
N (-1.89445, 0.02244, 1.94698)
C (-2.44018, -0.84040, 1.04215)
O (-1.77181, -1.55707, 0.29752)
H (-5.46930, -1.96775, 0.22843)
H (-3.92514, -2.83975, 0.13760)
H (-4.25798, -1.54388, -1.00140)
H (-5.68562, -0.19610, 1.57179)
H (-4.73264, 1.43460, 3.19405)

Atomic forces in eV per Å
Cu 0.03 -0.35 -0.24
C -0.02 -0.04 0.06
C 0.03 0.07 -0.13
N 0.14 0.15 0.10
C -0.17 -0.04 -0.03
C 0.03 -0.05 0.07
C 0.09 0.01 0.09
C -0.04 0.00 0.09
C 0.06 0.01 -0.04
C 0.02 -0.04 -0.02
C 0.15 0.01 0.07
C 0.07 -0.02 -0.05
C -0.22 -0.09 0.07
N 0.19 0.23 0.09
C -0.01 0.01 -0.19
H 0.01 0.03 -0.04
H 0.02 0.01 -0.02
H -0.03 0.00 -0.05
H -0.03 0.00 -0.06
H -0.06 -0.01 -0.02
H -0.07 0.00 -0.01
H -0.04 -0.01 0.03
H 0.01 0.00 0.06
N 0.05 -0.18 -0.02
C 0.01 0.09 0.02
C 0.04 0.10 0.01
C -0.05 -0.06 -0.06
N -0.17 0.04 -0.01
C 0.10 -0.15 0.07
C -0.06 0.09 -0.08
H 0.00 0.05 0.05
H -0.02 0.02 -0.02
H -0.05 -0.07 -0.04
H -0.04 -0.03 -0.03
H 0.00 0.07 0.09
H 0.05 -0.05 0.06
C 0.12 0.06 0.01
C -0.12 0.03 -0.15
C 0.10 0.02 -0.26
N 0.09 0.21 -0.06
N -0.23 -0.25 -0.13
C 0.07 -0.04 0.13
N 0.08 -0.03 0.39
S -0.05 0.01 0.02
H 0.06 0.04 -0.04
H -0.02 0.02 0.04
H 0.02 -0.05 0.01
H 0.03 0.01 0.04
H 0.02 0.03 0.04
H -0.12 0.09 -0.06
H -0.02 -0.08 -0.04
C -0.01 0.00 -0.02
C 0.07 0.02 -0.02
C -0.03 0.08 -0.05
C -0.04 0.11 -0.01
Si 0.14 0.00 0.00
Br 0.03 0.01 0.06
C -0.03 -0.02 -0.04
C -0.10 -0.08 -0.08
C 0.01 -0.04 0.00
C -0.06 -0.04 0.01
C -0.06 0.00 -0.08
C 0.07 0.01 -0.05
C 0.09 -0.02 -0.01
C -0.02 0.00 -0.01
H 0.03 -0.07 0.04
H 0.04 0.11 0.05
H -0.15 0.01 0.01
H 0.06 -0.08 0.03
H -0.10 0.01 0.03
H 0.00 0.00 -0.04
H 0.03 -0.07 0.03
H 0.01 0.00 -0.08
H 0.03 0.07 0.03
H 0.05 -0.11 0.02
H -0.02 -0.02 -0.01
H 0.05 0.09 0.03
H 0.04 -0.08 0.01
H 0.04 0.06 0.02
H -0.12 -0.01 0.08
H -0.01 0.01 -0.09
H -0.08 -0.01 0.06
H 0.05 0.06 0.03
H 0.00 -0.02 -0.06
H 0.08 -0.08 0.07
H -0.07 0.01 0.03
H 0.00 0.00 -0.06
H -0.09 -0.01 0.03
H 0.04 0.09 0.03
H 0.08 -0.09 0.06
H 0.07 0.10 0.00
H -0.06 0.02 0.05
C 0.05 0.15 0.07
N 0.01 0.01 -0.04
C 0.00 -0.08 -0.08
C 0.00 0.00 0.01
C 0.17 -0.03 -0.10
O -0.03 -0.23 -0.13
N -0.38 0.24 0.27
C 0.02 -0.05 0.11
O -0.03 0.20 -0.02
H -0.02 0.02 0.02
H 0.03 -0.05 0.05
H 0.02 0.05 -0.02
H 0.01 -0.02 -0.01
H 0.06 -0.05 -0.04

Summary:
- molecular weight (g/mol) = 871.5
- F_max (hartree/bohr) = 0.0102
- frontier orbital gap (spin up / spin down) (hartree) = 0.29167 / 0.29136
- ⟨S²⟩ = 0.75
- spin multiplicity = 2
- charge = +1
- energy above the lowest of the compared OMol25 structures with the same formula, charge and spin (eV) = 0.025
- E_LUMO (spin up / spin down) (eV) = -2.5553 / -2.5646


no.,E_tot (eV)
1,-67540.27733
2,-191168.47944